1) A structure of composition C5H9N3. Source: the OMol25 dataset; level of theory: ωB97M-V with the def2-TZVPD basis set.

E_LUMO: 0.84 eV
Kohn-Sham gap: 9.146 eV

CARTESIAN COORDINATES (ANGSTROEM)
C -2.19 0.52 -0.18
C 1.39 0.62 0.11
C 1.29 -0.45 -1.10
C 0.07 -0.87 -0.14
C 1.01 -0.49 1.06
H -2.83 -1.31 0.08
H -2.51 1.65 -0.23
H 0.10 1.91 0.82
H 2.25 1.23 0.22
H 1.27 -0.16 -2.17
H 2.06 -1.11 -0.91
H -0.51 -1.72 -0.40
H 0.43 -0.21 1.94
H 1.85 -1.20 1.28
N -3.14 -0.38 0.07
N -0.75 0.43 -0.35
N 0.22 1.55 -0.09

2) The molecule C5H9N3. Source: the OMol25 dataset; level of theory: ωB97M-V with the def2-TZVPD basis set.

E_LUMO: 0.73 eV
Kohn-Sham gap: 9.393 eV

CARTESIAN COORDINATES (ANGSTROEM)
C 1.59 0.90 -0.06
N 1.91 -0.25 0.09
N 1.15 -1.19 0.81
C 0.06 -1.65 -0.21
C -1.22 -0.75 -0.24
N -1.69 0.05 0.90
C -0.84 0.77 -0.19
C 0.34 1.78 0.23
H 2.42 1.31 -0.59
H 1.83 -2.20 0.66
H -0.44 -2.54 0.15
H 0.51 -1.92 -1.29
H -2.08 -0.51 -1.11
H -2.74 0.07 0.53
H -1.44 1.25 -0.93
H 0.42 2.85 -0.16
H 0.23 2.04 1.42

Most stable to least stable, the ends of the list are 1) and 2).

1) The molecule C5H9N3. Source: the OMol25 dataset; level of theory: ωB97M-V with the def2-TZVPD basis set.

E_LUMO: 0.79 eV
Kohn-Sham gap: 9.043 eV

CARTESIAN COORDINATES (ANGSTROEM)
C -2.82 -0.99 -0.58
C -1.69 -0.57 -0.26
C -0.38 -0.45 0.13
N 0.29 -1.55 0.90
C 0.29 0.91 0.32
N -0.73 1.86 0.14
C 0.70 0.09 -0.94
N 1.90 -0.61 -0.54
H -3.83 -0.62 -0.81
H -0.26 -1.73 1.80
H 1.32 -1.41 1.10
H 1.21 1.19 0.85
H -0.40 2.86 0.45
H -1.39 1.75 1.08
H 0.68 0.48 -1.92
H 2.83 0.02 -0.36
H 2.27 -1.23 -1.38

2) A structure of composition C5H9N3. Source: the OMol25 dataset; level of theory: ωB97M-V with the def2-TZVPD basis set.

E_LUMO (alpha / beta): -0.70 / -0.36 eV
Kohn-Sham gap (alpha / beta): 7.728 / 7.926 eV

CARTESIAN COORDINATES (ANGSTROEM)
C -1.40 -0.64 0.04
C 2.37 -0.15 -0.30
C -1.46 -0.57 -1.45
N 1.10 -0.27 0.42
C -1.33 0.49 0.83
N -2.13 1.28 1.39
C 0.53 0.84 1.08
N 0.90 1.82 1.65
H 0.90 -1.16 0.87
H -1.43 -1.61 0.51
H -1.63 1.99 1.93
H 2.64 -1.12 -0.70
H 2.25 0.56 -1.11
H 3.17 0.22 0.35
H -2.50 -0.71 -1.77
H -0.86 -1.36 -1.91
H -1.13 0.40 -1.82

3) The molecule C5H9N3. Source: the OMol25 dataset; level of theory: ωB97M-V with the def2-TZVPD basis set.

E_LUMO: 0.82 eV
Kohn-Sham gap: 9.116 eV

CARTESIAN COORDINATES (ANGSTROEM)
N -0.96 2.05 -1.28
C -0.43 2.09 0.12
C -0.86 0.86 0.91
C -0.19 -0.25 0.36
C -0.45 -1.18 -0.72
N 0.59 -2.09 -0.71
C 1.48 -1.81 0.26
N 0.99 -0.77 1.05
H -0.50 2.84 -1.80
H -0.72 1.30 -1.84
H 0.66 2.32 0.24
H -0.98 2.99 0.60
H -0.55 0.95 1.93
H -1.93 0.95 0.99
H -1.24 -1.33 -1.42
H 2.30 -2.38 0.43
H 1.36 -0.32 1.86

4) The molecule C5H9N3. Source: the OMol25 dataset; level of theory: ωB97M-V with the def2-TZVPD basis set.

E_LUMO: 0.87 eV
Kohn-Sham gap: 9.369 eV

CARTESIAN COORDINATES (ANGSTROEM)
H 1.32 2.50 0.49
N 0.46 2.42 -0.14
C -0.09 1.28 0.10
N -1.32 0.90 -0.49
N -1.16 -0.46 -0.97
C 0.32 -0.55 -0.96
C 1.44 -1.04 -0.22
C 0.59 -0.05 0.70
C -0.51 -0.81 1.45
H -1.84 1.51 -1.07
H -1.43 -0.32 -1.90
H 0.96 0.21 -1.70
H 1.33 -2.00 0.27
H 2.27 -0.62 -0.59
H -1.27 -0.06 1.78
H -1.15 -1.81 0.91
H 0.07 -1.10 2.36

Most stable to least stable, the ends of the list are 3) and 4).

1) A structure of composition C7H13N2S. Source: the OMol25 dataset; level of theory: ωB97M-V with the def2-TZVPD basis set.

Total charge: +1
E_LUMO: -3.76 eV
Kohn-Sham gap: 8.693 eV

CARTESIAN COORDINATES (ANGSTROEM)
C -0.56 -1.27 0.52
C -1.22 1.32 -0.07
C 0.17 1.57 0.52
C 1.79 0.25 -1.06
C -2.08 0.46 0.88
C 3.02 -0.40 -0.59
C 1.07 0.43 0.30
N -1.72 -0.93 0.83
N -0.16 -2.38 0.03
S 2.42 -0.41 1.17
H -1.61 2.35 -0.17
H -1.19 0.84 -1.11
H 0.66 2.38 -0.18
H 0.08 1.87 1.54
H 1.87 1.19 -1.56
H 1.20 -0.58 -1.47
H -2.02 0.77 1.97
H -3.15 0.46 0.54
H 3.13 -1.37 -1.12
H 4.03 0.10 -0.63
H -2.50 -1.60 1.03
H 0.92 -2.45 -0.09
H -0.60 -3.25 0.20

2) The ion C7H13N2S with charge +1. Source: the OMol25 dataset; level of theory: ωB97M-V with the def2-TZVPD basis set.

Total charge: +1
E_LUMO: -4.18 eV
Kohn-Sham gap: 9.272 eV

CARTESIAN COORDINATES (ANGSTROEM)
C -2.12 -1.30 0.81
C -0.92 -1.07 -0.04
C -0.60 -1.71 -1.16
C 0.48 -1.19 -1.97
N 1.33 -0.30 -1.57
C 1.25 0.09 -0.08
C 1.94 1.46 0.01
S 2.15 -1.28 0.79
N -0.15 0.06 0.41
C -0.84 1.33 0.04
H -2.00 -1.85 1.72
H -2.72 -1.95 0.18
H -2.71 -0.34 1.09
H -1.14 -2.62 -1.51
H 0.64 -1.60 -2.99
H 2.83 1.19 -0.45
H 2.17 1.87 1.03
H 1.52 2.31 -0.73
H 3.15 -1.51 -0.17
H -0.09 0.00 1.42
H -1.64 1.63 0.82
H -0.26 2.27 -0.17
H -1.36 1.01 -0.84

Most stable to least stable, the ends of the list are 2) and 1).

1) The molecule C4H5PS. Source: the OMol25 dataset; level of theory: ωB97M-V with the def2-TZVPD basis set.

E_LUMO: 0.06 eV
Kohn-Sham gap: 8.224 eV

CARTESIAN COORDINATES (ANGSTROEM)
C 1.06 -1.14 0.22
C -0.35 -0.51 0.22
S -1.62 -1.64 -0.14
P -3.02 -0.09 0.31
C -2.60 1.32 -0.82
C -1.90 1.37 0.28
H 1.70 -0.43 -0.31
H 1.07 -2.12 -0.28
H 1.17 -1.25 1.45
H -2.99 1.79 -1.69
H -1.14 1.78 0.89

2) The molecule C4H5PS. Source: the OMol25 dataset; level of theory: ωB97M-V with the def2-TZVPD basis set.

E_LUMO: 0.29 eV
Kohn-Sham gap: 8.967 eV

CARTESIAN COORDINATES (ANGSTROEM)
C -0.53 -0.23 -0.86
C -1.53 0.30 -0.22
S -1.67 0.72 1.42
P 0.32 1.30 1.71
C 1.23 0.29 0.72
C 0.63 -0.76 -0.16
H -0.30 -0.16 -1.88
H -2.27 0.87 -0.91
H 2.21 0.54 0.60
H 0.45 -1.71 0.40
H 1.46 -1.16 -0.82

Most stable to least stable, the ends of the list are 2) and 1).

1) A cluster of 2 separate species, C2H5NO3 in total. Source: the OMol25 dataset; level of theory: ωB97M-V with the def2-TZVPD basis set.

E_LUMO (alpha / beta): -1.77 / -2.05 eV
Kohn-Sham gap (alpha / beta): 8.265 / 8.245 eV

CARTESIAN COORDINATES (ANGSTROEM)
C 1.80 0.86 -0.34
C -1.01 -0.42 0.04
N -1.95 -1.06 0.81
O -1.05 0.84 -0.03
O 0.79 0.57 -1.22
O -0.09 -1.12 -0.47
H -2.04 -2.06 0.67
H -2.79 -0.55 1.03
H 2.53 1.36 -1.02
H 2.29 -0.02 0.08
H 1.52 1.59 0.44

2) A cluster of 2 separate species, C2H5NO3 in total. Source: the OMol25 dataset; level of theory: ωB97M-V with the def2-TZVPD basis set.

E_LUMO: 0.38 eV
Kohn-Sham gap: 10.661 eV

CARTESIAN COORDINATES (ANGSTROEM)
O -0.46 0.58 0.73
C 0.45 -0.01 1.21
N 1.59 -0.44 0.53
C 1.86 -0.17 -0.81
O 1.27 0.63 -1.50
H 0.48 -0.40 2.24
H 2.37 -0.77 1.07
H 2.65 -0.75 -1.27
O -3.76 -0.30 -0.34
H -2.88 0.11 -0.41
H -3.52 -1.16 0.03

3) The molecule C2H5NO3. Source: the OMol25 dataset; level of theory: ωB97M-V with the def2-TZVPD basis set.

E_LUMO: 0.59 eV
Kohn-Sham gap: 8.035 eV

CARTESIAN COORDINATES (ANGSTROEM)
C 0.84 -1.31 0.04
O -0.76 -0.92 0.18
C -0.89 0.37 0.01
O -2.12 0.87 0.20
N 0.00 1.08 -0.57
O 1.04 1.68 0.15
H 1.27 -1.00 0.98
H 0.66 -2.38 -0.03
H 1.44 -0.98 -0.81
H -2.73 0.12 0.23
H 1.26 2.47 -0.37

4) A cluster of 2 separate species, C2H5NO3 in total. Source: the OMol25 dataset; level of theory: ωB97M-V with the def2-TZVPD basis set.

E_LUMO: -0.13 eV
Kohn-Sham gap: 10.592 eV

CARTESIAN COORDINATES (ANGSTROEM)
O -3.17 -0.74 0.61
C -2.01 -1.07 0.43
N -1.11 -0.34 -0.31
C -0.42 0.57 0.53
O 0.75 0.81 0.23
H -1.69 -2.09 0.69
H -0.62 -0.51 -1.18
H -1.10 1.11 1.19
O 3.34 0.42 -0.82
H 2.63 0.56 -0.10
H 3.40 1.26 -1.28

Most stable to least stable, the ends of the list are 2) and 3).

1) A cluster of 2 separate species, C3H11N2O2S in total. Source: the OMol25 dataset; level of theory: ωB97M-V with the def2-TZVPD basis set.

Total charge: +1
E_LUMO: -3.06 eV
Kohn-Sham gap: 10.187 eV

CARTESIAN COORDINATES (ANGSTROEM)
N -1.22 0.26 0.26
C 0.23 -0.09 0.11
C 0.77 -0.67 1.42
S -0.36 -1.89 2.19
C 0.93 1.25 -0.17
N 2.14 1.18 -0.74
O 0.35 2.26 0.16
H -1.86 -0.53 0.31
H -1.41 0.79 1.10
H -1.50 0.78 -0.58
H 0.28 -0.84 -0.65
H 1.61 -1.30 1.16
H 1.13 0.09 2.10
H 0.55 -2.42 3.00
H 2.62 2.03 -0.95
H 2.62 0.33 -0.81
H -2.97 -0.78 -2.63
H -1.78 -0.01 -3.03
O -2.14 -0.45 -2.25

2) A cluster of 2 separate species, C3H11N2O2S in total. Source: the OMol25 dataset; level of theory: ωB97M-V with the def2-TZVPD basis set.

Total charge: +1
E_LUMO: -3.12 eV
Kohn-Sham gap: 10.101 eV

CARTESIAN COORDINATES (ANGSTROEM)
N 1.04 0.00 -0.65
C -0.33 0.37 -0.19
C -0.79 -0.54 0.99
S -0.61 0.24 2.61
C -1.20 0.28 -1.44
N -2.52 0.43 -1.30
O -0.67 0.06 -2.52
H 1.09 -1.03 -0.62
H 1.11 0.26 -1.64
H 1.74 0.36 0.01
H -0.31 1.39 0.20
H -1.78 -0.93 0.75
H -0.14 -1.41 1.06
H -1.78 0.89 2.65
H -3.05 0.51 -2.15
H -2.94 0.80 -0.46
H 3.76 -1.15 0.38
H 4.00 -0.18 1.51
O 3.38 -0.36 0.79

Most stable to least stable, the ends of the list are 2) and 1).

1) A cluster of 2 separate species, C5H12N2O in total. Source: the OMol25 dataset; level of theory: ωB97M-V with the def2-TZVPD basis set.

E_LUMO: 0.85 eV
Kohn-Sham gap: 10.149 eV

CARTESIAN COORDINATES (ANGSTROEM)
C -1.60 -0.46 0.65
C -0.82 0.55 0.81
C -0.74 1.96 0.39
C 0.87 0.14 1.53
H -2.61 -0.44 0.27
H -1.04 -1.48 0.54
H -0.49 2.61 1.23
H -1.70 2.27 -0.04
H 0.03 2.08 -0.38
H 1.66 0.76 1.11
H 1.08 -0.80 2.02
H 0.55 0.71 2.41
N -0.16 -0.61 -2.33
N 0.97 -0.49 -1.48
C 1.12 -1.32 -0.37
O 0.28 -2.22 -0.12
H -0.45 -1.59 -2.31
H -0.93 -0.09 -1.91
H 1.80 -0.18 -1.97
H 2.16 -1.38 -0.03

2) A cluster of 2 separate species, C5H12N2O in total. Source: the OMol25 dataset; level of theory: ωB97M-V with the def2-TZVPD basis set.

E_LUMO: -2.99 eV
Kohn-Sham gap: 4.478 eV

CARTESIAN COORDINATES (ANGSTROEM)
N 1.45 -0.48 1.44
C 1.29 0.70 0.62
C 0.82 0.76 -0.78
C 2.52 0.74 -0.25
O 3.27 -0.29 -0.57
C -1.84 -1.42 -0.76
N -1.19 -0.77 0.33
C -1.88 0.46 0.49
H 0.67 -1.18 1.32
H 2.34 -0.91 1.16
H 0.90 1.52 1.28
H 0.61 1.67 -1.35
H 0.49 -0.25 -1.14
H 3.03 1.72 -0.23
H -1.86 -0.82 -1.73
H -2.92 -1.60 -0.53
H -1.35 -2.36 -1.03
H -2.04 1.17 -0.39
H -2.94 0.29 0.85
H -1.37 1.06 1.27

Most stable to least stable, the ends of the list are 1) and 2).

1) A structure of composition C6H12NS. Source: the OMol25 dataset; level of theory: ωB97M-V with the def2-TZVPD basis set.

Total charge: +1
E_LUMO: -4.50 eV
Kohn-Sham gap: 8.997 eV

CARTESIAN COORDINATES (ANGSTROEM)
C -2.66 0.22 0.63
C 2.28 1.34 -0.53
C -1.93 -0.66 -0.12
C 1.34 0.59 0.07
C 1.01 0.67 1.52
C 0.84 -0.69 -0.59
N -1.03 -0.30 -1.08
S 0.90 -2.29 0.33
H -3.31 -0.12 1.34
H -3.09 1.23 0.30
H 2.42 1.48 -1.67
H 2.64 2.22 -0.10
H -2.03 -1.72 -0.03
H 0.48 1.59 1.60
H 1.90 0.59 2.25
H 0.33 -0.17 1.81
H 1.22 -0.89 -1.62
H -1.04 0.78 -1.25
H -1.00 -0.67 -2.02
H 0.74 -3.19 -0.84

2) A cluster of 2 separate species, C6H12NS in total. Source: the OMol25 dataset; level of theory: ωB97M-V with the def2-TZVPD basis set.

Total charge: +1
E_LUMO: -5.37 eV
Kohn-Sham gap: 6.538 eV

CARTESIAN COORDINATES (ANGSTROEM)
C -1.22 0.97 0.80
C -1.04 -0.29 0.44
C -0.83 2.13 0.15
C 2.37 -0.13 -1.66
C 2.48 -0.42 -0.41
C -1.46 -1.46 1.19
N -0.31 2.15 -1.05
S 3.42 0.29 0.83
H -0.43 -0.56 -0.49
H -0.88 3.19 0.66
H -1.93 1.10 1.77
H 1.76 -0.69 -2.34
H 2.99 0.70 -2.07
H 2.00 -1.34 -0.04
H -2.10 -2.18 0.50
H -2.16 -1.11 1.94
H -0.63 -1.91 1.64
H -0.15 3.07 -1.48
H -0.35 1.37 -1.56
H 3.94 1.26 0.22

3) A cluster of 2 separate species, C6H12NS in total. Source: the OMol25 dataset; level of theory: ωB97M-V with the def2-TZVPD basis set.

Total charge: +1
E_LUMO (alpha / beta): -5.89 / -6.07 eV
Kohn-Sham gap (alpha / beta): 6.743 / 6.557 eV

CARTESIAN COORDINATES (ANGSTROEM)
C 1.69 -1.43 0.57
C 0.69 -2.01 -0.45
C 1.35 0.01 0.52
C -0.23 1.60 -0.56
C 0.38 0.31 -0.42
C 0.50 2.77 -0.13
N -0.25 -0.90 -0.72
S -3.50 -1.26 0.38
H 1.36 -1.77 1.65
H 2.73 -1.71 0.51
H 1.29 -2.38 -1.32
H 0.05 -2.83 -0.19
H 1.66 0.86 1.03
H -1.12 1.71 -1.19
H 0.22 3.08 0.89
H 0.19 3.46 -0.90
H 1.64 2.71 -0.07
H -0.99 -0.99 -1.43
H -3.69 -1.22 1.75
H -3.99 -0.01 0.08

Most stable to least stable, the ends of the list are 2) and 1).